The following is a quantum chemistry calculation of a 3-piece molecular cluster, C4H17N2O2 overall at a distorted geometry, from OMol25.

Properties
Energy above the lowest of the compared OMol25 structures with the same formula, charge and spin, kcal per mole: 66.0
HOMO-LUMO gap (spin up / spin down), eV: 2.5 / 10.1
E_HOMO (spin up / spin down), eV: -2.50 / -10.14
Net charge: 0
Spin multiplicity: 2
⟨S²⟩: 0.751

Positions of all 25 atoms, in Å:
N -2.40 -0.01 -0.29
C -1.69 1.19 0.29
C -0.22 0.98 -0.18
N 0.39 -0.12 0.60
C 1.66 -0.69 -0.05
C 1.88 -2.12 0.19
H -1.98 -0.06 -1.13
H -3.39 -0.08 -0.38
H -0.30 -0.81 0.60
H -2.07 2.14 -0.21
H -1.67 1.32 1.32
H 0.21 1.91 -0.05
H -0.55 0.93 -1.30
H 0.71 0.32 1.44
H 2.48 -0.07 0.32
H 1.78 -0.36 -1.12
H 1.90 -2.71 -0.70
H 2.72 -2.31 0.96
H 0.92 -2.48 0.66
H -0.81 -0.14 -3.85
H -2.00 0.73 -4.31
O -1.55 0.46 -3.49
H 1.78 1.33 3.76
H 1.07 -0.11 3.73
O 1.13 0.74 3.20

=====

The following is a quantum chemistry calculation of a 3-piece molecular cluster, C4H17N2O2 overall at a distorted geometry, from OMol25.

Properties
Energy above the lowest of the compared OMol25 structures with the same formula, charge and spin, kcal per mole: 79.5
HOMO-LUMO gap, eV: 10.8
E_HOMO, eV: -13.44
Net charge: +1

Positions of all 25 atoms, in Å:
C -0.29 -0.95 0.21
N 0.91 -0.10 0.49
C 1.39 -0.16 1.88
C -1.63 -0.26 0.45
N -1.62 1.08 0.03
C -2.50 1.17 -1.23
H -0.41 -1.16 -0.95
H -0.24 -1.89 0.77
H 1.52 -0.49 -0.13
H 1.78 -1.06 2.22
H 2.10 0.66 2.18
H 0.48 -0.14 2.65
H -2.46 -0.82 -0.06
H -1.74 -0.37 1.63
H 0.64 0.79 0.26
H -2.01 1.77 0.75
H -1.93 0.81 -1.97
H -3.47 0.79 -1.33
H -2.77 2.16 -1.46
H 2.16 2.66 -1.59
H 1.29 2.35 -0.68
O 1.90 1.83 -1.13
H 2.35 -3.65 -0.68
H 2.14 -2.38 -1.61
O 2.41 -2.64 -0.71

=====

The following is a quantum chemistry calculation of a 3-piece molecular cluster, C4H17N2O2S overall, from OMol25.

Properties
Energy above the lowest of the compared OMol25 structures with the same formula, charge and spin, kcal per mole: 0.0
HOMO-LUMO gap, eV: 9.1
E_HOMO, eV: -11.83
Net charge: +1

Positions of all 26 atoms, in Å:
N -1.77 -0.23 0.13
C -0.28 -0.41 -0.05
C 0.29 0.79 -0.80
C 1.82 0.76 -0.83
S 2.49 2.31 -1.52
C -0.08 -1.75 -0.75
N -0.90 -2.76 -0.09
H -2.01 0.66 0.57
H -2.13 -1.01 0.69
H -2.22 -0.30 -0.79
H 0.14 -0.47 0.96
H -0.05 1.71 -0.34
H -0.10 0.79 -1.83
H 2.17 -0.04 -1.47
H 2.24 0.62 0.16
H 2.86 2.89 -0.36
H -0.39 -1.65 -1.79
H 0.99 -1.99 -0.73
H -1.20 -3.50 -0.72
H -0.41 -3.19 0.68
H 2.12 0.07 3.10
H 2.43 -1.32 2.53
O 1.89 -0.52 2.38
H -2.76 2.97 -0.48
H -2.66 3.08 1.04
O -2.47 2.51 0.29

=====

The following is a quantum chemistry calculation of a 5-piece molecular cluster, C4H17NO3 overall at a distorted geometry, from OMol25.

Properties
Energy above the lowest of the compared OMol25 structures with the same formula, charge and spin, kcal per mole: 203.9
HOMO-LUMO gap, eV: 3.1
E_HOMO, eV: -8.21
Net charge: 0

Positions of all 25 atoms, in Å:
C -0.09 -0.58 -1.51
C -1.58 -0.13 -1.43
N -2.08 -0.56 -0.13
C 1.69 1.84 2.19
C -3.60 -0.43 -0.13
H 0.67 -0.22 -0.64
H 0.18 -1.62 -1.66
H 0.30 0.03 -2.41
H -2.27 -0.54 -2.29
H -1.47 0.90 -1.61
H 2.19 2.81 2.35
H 0.62 1.87 2.65
H 1.55 1.59 1.09
H -4.16 -0.86 0.69
H -3.82 0.62 -0.23
H -4.03 -0.88 -1.13
H 0.54 -0.68 1.60
H 3.00 -1.55 0.51
O 2.62 -0.68 0.68
H 3.43 0.57 -1.75
H 2.59 -0.24 -0.83
O 2.57 0.13 -1.77
H 2.25 1.00 2.62
H -0.94 -1.07 1.26
O -0.16 -1.29 1.88

=====

The following is a quantum chemistry calculation of C4H17NO3PPd as an isolated structure at a distorted geometry, from OMol25.

Properties
HOMO-LUMO gap (spin up / spin down), eV: 2.4 / 8.1
E_HOMO (spin up / spin down), eV: 0.83 / -4.97
Net charge: -1
Spin multiplicity: 3
⟨S²⟩: 2.005

Positions of all 27 atoms, in Å:
C 2.58 1.75 -2.04
Pd 0.94 1.09 -1.13
N 0.81 2.30 0.73
H 1.29 -0.01 -2.14
H -0.67 0.75 -1.19
H 2.75 1.41 -3.08
H 3.50 1.42 -1.55
H 2.74 2.85 -2.01
H 0.78 1.68 1.54
H -0.03 2.86 0.72
H 1.63 2.92 0.82
C 0.30 -1.94 2.30
O 0.59 -1.56 0.91
P -0.28 -0.49 0.05
O -1.42 -1.33 -0.67
C -1.18 -2.51 -1.45
O -1.05 0.25 1.26
C -2.38 0.70 1.01
H -0.77 -2.10 2.46
H 0.67 -1.18 2.99
H 0.82 -2.88 2.50
H -0.87 -2.29 -2.49
H -0.43 -3.14 -0.98
H -2.15 -3.01 -1.45
H -2.47 1.21 0.03
H -3.07 -0.15 1.04
H -2.63 1.40 1.81

=====

The following is a quantum chemistry calculation of a 5-piece molecular cluster, C4H17NO4 overall at a distorted geometry, from OMol25.

Properties
Energy above the lowest of the compared OMol25 structures with the same formula, charge and spin, kcal per mole: 54.9
HOMO-LUMO gap (spin up / spin down), eV: 3.3 / 8.6
E_HOMO (spin up / spin down), eV: 0.10 / -5.42
Net charge: -1
Spin multiplicity: 2
⟨S²⟩: 0.751

Positions of all 26 atoms, in Å:
N 1.24 -1.82 0.72
C 1.45 -1.94 -0.80
C -0.79 0.55 -2.69
C -0.14 -0.28 -1.63
C 1.08 -0.82 -1.69
H 1.78 -0.95 1.09
H 0.23 -1.77 0.94
H 1.08 -3.06 -0.75
H 2.61 -2.07 -0.91
H -1.91 0.32 -2.50
H -0.53 1.67 -2.66
H -0.83 0.07 -3.70
H -0.67 -0.29 -0.68
H 1.83 -0.43 -2.42
H -2.15 1.25 2.26
H -3.03 0.39 1.57
O -2.99 1.26 1.64
H 1.76 1.40 2.40
H 0.30 0.93 2.80
O 1.12 1.27 3.09
H 0.67 2.74 -1.33
H 1.24 1.55 -0.65
O 1.56 2.56 -0.81
H -1.96 -2.26 1.19
H -2.07 -1.43 0.03
O -1.77 -1.38 0.98

=====

The following is a quantum chemistry calculation of a 5-piece molecular cluster, C4H17NO6 overall at a distorted geometry, from OMol25.

Properties
Energy above the lowest of the compared OMol25 structures with the same formula, charge and spin, kcal per mole: 30.3
HOMO-LUMO gap, eV: 10.0
E_HOMO, eV: -9.74
Net charge: 0
SMILES: C[C@H](O)[C@@H](N)C=O.O.O.O.O

Positions of all 28 atoms, in Å:
C 0.78 2.09 1.01
C 0.55 2.49 -0.44
O -0.77 3.02 -0.59
C 0.95 1.32 -1.42
N 0.01 0.24 -1.17
C 0.96 1.76 -2.87
O 0.76 0.91 -3.71
H 0.89 2.95 1.66
H 1.69 1.51 1.15
H -0.08 1.48 1.28
H 1.09 3.36 -0.85
H -1.38 2.53 -0.03
H 1.92 1.07 -1.02
H -0.92 0.61 -1.03
H -0.05 -0.46 -1.90
H 1.07 2.82 -3.12
O 0.52 -2.16 1.10
H 1.41 -1.98 0.78
H -0.06 -1.97 0.34
O -0.65 -3.19 3.41
H -0.82 -3.44 2.51
H 0.22 -2.80 3.28
O -0.57 -3.15 -2.30
H 0.25 -3.64 -2.39
H -0.47 -2.45 -2.96
O -2.43 -0.73 2.83
H -3.12 -0.78 3.48
H -1.75 -1.42 2.98

=====

The following is a quantum chemistry calculation of a 4-piece molecular cluster, C4H18NO3 overall at a distorted geometry, from OMol25.

Properties
Energy above the lowest of the compared OMol25 structures with the same formula, charge and spin, kcal per mole: 9.2
HOMO-LUMO gap, eV: 12.4
E_HOMO, eV: -15.24
Net charge: +1

Positions of all 26 atoms, in Å:
C 0.05 -0.75 -0.16
C 0.91 -1.55 0.78
C 2.42 -1.29 0.47
C 0.60 -1.17 2.21
N -1.36 -1.22 -0.10
H 0.04 0.28 0.17
H 0.44 -0.70 -1.18
H 0.78 -2.62 0.58
H 2.98 -1.24 1.39
H 2.80 -2.12 -0.11
H 2.55 -0.33 -0.03
H 0.59 -0.08 2.31
H 1.34 -1.43 2.97
H -0.33 -1.48 2.68
H -2.00 -0.40 -0.28
H -1.55 -2.00 -0.71
H -1.54 -1.47 0.87
H -0.20 2.12 -2.31
H -1.27 1.67 -3.32
O -0.89 1.46 -2.46
H -2.72 1.79 -0.34
H -2.66 0.94 -1.59
O -2.93 0.90 -0.66
H 0.41 4.28 -0.61
H 1.16 3.10 -0.02
O 0.39 3.31 -0.55